Computed, not measured: C25H20BrO6S3Ta as an isolated structure, with ωB97M-V with the def2-TZVPD basis set.

Last column: Mulliken charge in e.
Positions of all 56 atoms, in Å:
Ta -1.219797 0.572157 -1.251478  0.770
Br -1.353079 1.276585 1.642071  0.129
C -2.012533 -0.423164 2.189278  1.236
C -2.157461 -0.632084 3.528667  -0.825
C -2.680557 -1.852656 3.984202  -0.643
C -3.053158 -2.796578 3.073156  -0.906
C -2.906020 -2.576466 1.683467  0.882
C -3.335572 -3.569764 0.772748  -0.755
C -3.224348 -3.359838 -0.565095  -1.250
C -2.634323 -2.173574 -1.044573  -0.096
C -2.150990 -1.166753 -0.228715  0.527
C -2.345697 -1.364531 1.187259  -0.078
H -1.876682 0.140158 4.231755  0.435
H -2.791991 -2.024401 5.045708  0.396
H -3.475261 -3.739521 3.397712  0.378
H -3.761236 -4.484440 1.166856  0.372
H -3.568685 -4.100995 -1.274216  0.436
H -2.561576 -2.070070 -2.115313  0.470
C -3.385466 3.944002 0.128444  -0.921
S -2.799641 2.888260 -1.153151  1.050
O -3.236224 3.392326 -2.405045  -0.553
O -1.297528 2.750217 -1.003097  -0.684
O -3.210739 1.489603 -0.818047  -0.678
H -3.217628 4.971090 -0.184402  0.367
H -2.871403 3.710488 1.056138  0.253
H -4.451519 3.744474 0.220863  0.366
O -1.326043 0.101120 -5.253151  -0.611
S -1.210243 0.108153 -3.842650  0.949
O -0.632503 1.358997 -3.177219  -0.596
O -2.476651 0.036525 -3.013956  -0.595
S -0.124465 -1.236803 -2.836560  -0.212
C 4.934685 -1.671221 2.063869  -0.431
C 3.894089 -2.584408 1.982913  -0.642
C 2.674136 -2.196669 1.452634  -0.553
C 2.474420 -0.900237 0.973494  0.428
C 3.526820 0.013665 1.074429  -0.037
C 4.742191 -0.371591 1.615836  -0.758
C 1.146629 -0.573464 0.416637  0.630
C 0.818281 0.348873 -0.502404  -0.088
C 1.824668 1.195409 -1.197999  -0.366
C 1.861464 2.572231 -0.988768  0.217
C 2.800890 3.360177 -1.638366  -0.961
C 3.703845 2.784651 -2.518320  -0.423
C 3.664678 1.414460 -2.743814  -0.917
C 2.731807 0.625460 -2.092656  0.229
H 5.888282 -1.967800 2.481040  0.385
H 4.030299 -3.598055 2.337229  0.384
H 1.858475 -2.909014 1.400077  0.413
H 3.392741 1.030657 0.736380  0.457
H 5.545744 0.350044 1.689236  0.404
H 0.358257 -1.209197 0.813624  0.018
H 1.155042 3.029672 -0.306927  0.382
H 2.820281 4.427841 -1.460224  0.417
H 4.431474 3.399751 -3.031580  0.404
H 4.364276 0.958018 -3.432378  0.416
H 2.705543 -0.441769 -2.265640  0.377

Force components x, y, z for each atom (eV/Å):
-0.14 0.20 -0.07
-0.01 -0.22 -0.07
0.01 0.04 0.03
0.07 0.16 0.00
-0.04 -0.09 -0.03
0.02 0.04 0.03
0.01 0.01 0.01
0.00 0.00 -0.03
0.00 0.00 0.04
0.02 0.04 -0.02
-0.14 0.02 -0.11
0.05 0.01 -0.07
0.00 -0.01 0.00
0.00 -0.01 0.00
0.00 0.00 0.01
-0.01 -0.01 0.00
-0.01 -0.01 0.01
0.01 0.00 0.00
0.04 -0.11 -0.03
0.11 0.00 0.11
-0.12 0.17 0.04
0.12 -0.08 -0.20
-0.10 -0.10 -0.19
0.04 0.00 0.00
-0.01 -0.01 0.00
-0.01 0.03 -0.01
0.00 0.02 0.00
0.09 0.15 0.68
0.09 0.09 -0.04
-0.23 -0.24 0.01
0.14 -0.13 -0.05
0.01 -0.01 0.00
-0.01 -0.01 0.00
0.00 0.01 0.01
0.02 0.00 0.00
-0.04 -0.02 0.00
0.01 0.01 0.01
0.05 0.08 -0.08
-0.07 -0.09 0.04
-0.01 0.04 -0.08
0.00 -0.01 -0.01
-0.01 0.03 0.02
0.01 -0.01 -0.01
0.00 -0.01 0.00
0.03 0.04 0.04
0.00 0.00 0.00
0.00 0.00 0.00
-0.01 0.00 -0.01
0.00 0.02 0.00
0.00 0.00 0.00
-0.01 -0.01 -0.01
0.00 0.00 0.00
0.00 0.00 0.00
0.00 0.00 0.00
0.00 0.00 0.00
-0.01 -0.01 0.00

Output
HOMO in hartree: -0.3041
Total energy in eV: -142635.19910
Kohn-Sham gap in eV: 7.03
F_max in Eh/bohr: 0.0136
Relative energy (zero: lowest compared OMol25 entry of this formula, charge and spin) in kcal per mole: 19.8

---

Computed, not measured: C25H20CeI3N2O3 as an isolated structure, with ωB97M-V with the def2-TZVPD basis set.

Last column: Mulliken charge in e.
Positions of all 54 atoms, in Å:
Ce -1.219526 0.054075 -0.118620  0.718
I 2.650933 5.578818 3.929994  0.013
C 1.159332 4.180698 3.320971  -0.570
C 0.102887 4.711607 2.581439  -0.376
C -0.827969 3.858086 2.022401  -0.176
I -2.286631 4.819305 0.879306  0.017
C -0.569092 2.456058 2.047695  0.518
O -1.343573 1.659025 1.335664  -0.379
C 0.522178 1.912267 2.829075  0.688
C 0.751211 0.402160 2.890090  -1.589
N 1.020610 -0.199633 1.509039  -0.118
C 2.274984 0.254136 0.860988  -1.007
C 2.064558 1.060520 -0.377487  0.852
C 3.140332 1.271710 -1.284468  -1.066
C 2.910859 2.009554 -2.440286  -0.339
C 1.687767 2.698974 -2.580321  -0.897
C 0.751720 2.531599 -1.588852  -0.206
N 0.858444 1.630200 -0.597188  0.315
C 1.342913 2.783327 3.476346  -0.367
H 0.007996 5.780949 2.482050  0.357
H -0.096340 -0.108539 3.358067  0.431
H 1.592057 0.192255 3.581321  0.399
H 1.095631 -1.220735 1.637705  0.324
H 2.911295 -0.597418 0.608674  0.529
H 2.936736 0.926595 1.515125  0.326
H 4.075637 0.688422 -1.205297  0.357
H 3.647600 2.013183 -3.222342  0.433
H 1.470187 3.444880 -3.316956  0.451
H -0.165033 3.073636 -1.608946  0.417
H 2.122352 2.405224 4.176220  0.353
C -3.998686 1.376937 0.075967  -0.324
C -3.880868 -0.007222 0.310220  -0.871
C -3.521435 -0.621143 -0.929347  -0.228
C -3.363049 0.399171 -1.905317  -0.872
C -3.706633 1.636881 -1.253035  -0.486
H -4.263077 2.166002 0.821345  0.406
H -4.105392 -0.525830 1.255498  0.499
H -3.455752 -1.698608 -1.102956  0.703
H -3.109131 0.244723 -2.941065  0.503
H -3.634300 2.593208 -1.782793  0.440
I 1.557609 -8.124992 -2.452654  0.124
C 0.709508 -6.373518 -1.876090  -0.002
C 0.050403 -6.230106 -0.651167  -0.528
C -0.278597 -4.932747 -0.185433  -0.314
C -0.048473 -3.891291 -1.050200  0.199
C 0.513792 -4.041173 -2.334703  -0.683
C 0.871520 -5.294617 -2.746013  -0.481
C -0.515267 -2.512040 -0.758917  1.424
O -0.382297 -1.624380 -1.626962  -0.773
O -1.031162 -2.274539 0.398030  -0.714
H -0.243932 -7.073525 -0.042986  0.384
H -0.698626 -4.790595 0.821437  0.435
H 0.677144 -3.189126 -3.003957  0.401
H 1.266621 -5.482395 -3.740330  0.347

Force components x, y, z for each atom (eV/Å):
-0.22 1.30 0.17
-0.40 -0.57 0.07
0.37 -0.10 -0.12
0.65 -0.41 0.91
1.09 -0.64 -0.08
-0.10 -0.54 -0.02
-0.77 -0.30 -0.45
0.57 0.92 1.64
-1.35 -0.30 -1.04
0.42 0.34 -0.43
0.31 -0.23 0.96
0.62 0.53 0.99
-0.12 1.00 -1.44
-0.56 -0.77 -0.28
-0.81 0.05 0.42
0.84 -0.02 0.96
0.19 -0.90 -0.10
1.45 -0.06 0.40
1.05 1.43 1.09
-0.01 0.08 -0.04
-0.18 -0.01 -0.53
-0.12 0.23 -0.45
-0.16 0.70 -0.04
-0.12 -0.08 0.08
-1.06 -0.93 -0.42
-0.58 0.54 0.25
0.25 0.23 -0.13
0.20 -0.02 -0.60
-0.72 0.30 -0.08
-0.45 0.36 -0.82
-0.31 0.83 1.11
-0.52 -0.57 -0.15
-1.15 -0.41 -0.35
-0.57 0.01 1.20
1.22 -0.36 -1.54
0.37 -0.98 -0.70
0.16 0.28 -0.60
0.05 0.38 0.05
-0.01 0.06 -0.11
-0.21 -0.26 0.54
0.20 -1.15 -0.19
-0.86 0.73 0.60
0.13 0.85 0.20
0.13 -1.43 -0.37
0.05 1.33 -1.03
-0.17 -0.10 0.24
0.30 -0.44 -0.09
-0.17 -0.66 1.71
0.35 0.32 -0.72
0.42 -0.31 -0.65
0.42 -0.19 -0.01
0.05 0.06 -0.75
-0.33 -0.28 0.53
0.13 0.16 0.20

Output
<S²>: 0.751
HOMO (spin up / spin down) in hartree: -0.2786 / -0.2798
2S+1: 2
Total energy in eV: -72605.66947
Kohn-Sham gap (spin up / spin down) in eV: 7.53 / 7.57
F_max in Eh/bohr: 0.0405
Relative energy (zero: lowest compared OMol25 entry of this formula, charge and spin) in kcal per mole: 0.0

---

Computed, not measured: C25H20ClF5FeP as an isolated structure, with ωB97M-V with the def2-TZVPD basis set.

Last column: Mulliken charge in e.
Positions of all 53 atoms, in Å:
C -0.882377 -1.596523 4.210400  -0.799
C -0.773899 -2.036236 2.855520  0.139
C 0.609153 -2.220295 2.560551  -0.409
H -1.608502 -2.275992 2.202475  0.428
C 1.365131 -1.906756 3.738690  -0.371
C 0.439484 -1.523810 4.763865  -0.561
H 0.695033 -1.306242 5.793858  0.458
H -1.813859 -1.493709 4.754322  0.574
H 1.011425 -2.594596 1.621030  0.453
H 2.436711 -2.000105 3.860026  0.443
Fe 0.305992 -0.080224 3.134528  0.064
Cl 1.959150 0.593179 1.891261  -0.394
P 0.304007 0.114541 -0.783670  0.580
C 1.394275 -0.947851 -1.818636  0.058
C 0.964845 -1.664624 -2.948690  -0.004
H -0.080181 -1.626227 -3.263580  0.334
C 1.882748 -2.427267 -3.678810  -0.566
H 1.542255 -2.974438 -4.562923  0.384
C 3.222420 -2.489378 -3.283066  -0.475
H 3.935287 -3.088461 -3.854951  0.358
C 3.651752 -1.786830 -2.149118  -0.556
H 4.699337 -1.825043 -1.839764  0.392
C 2.741528 -1.034024 -1.406563  -0.332
H 3.051613 -0.508427 -0.501814  0.283
C -1.338920 -0.311140 -1.492573  -0.021
C -1.969780 -1.451503 -0.944550  -0.214
H -1.468049 -2.015362 -0.155543  0.300
C -3.217634 -1.850837 -1.423748  -0.616
H -3.696125 -2.738452 -1.002770  0.393
C -3.849566 -1.119259 -2.439339  -0.500
H -4.826953 -1.437111 -2.810656  0.358
C -3.231902 0.015312 -2.972579  -0.588
H -3.718375 0.588914 -3.766894  0.389
C -1.983652 0.430609 -2.495255  -0.130
H -1.512001 1.323721 -2.910700  0.325
C 0.602971 1.755600 -1.562318  0.102
C 1.311537 1.953857 -2.758330  -0.054
H 1.744299 1.104077 -3.292112  0.308
C 1.459923 3.246780 -3.272853  -0.585
H 2.005553 3.391533 -4.210564  0.378
C 0.918247 4.342910 -2.595805  -0.465
H 1.039111 5.351692 -2.999935  0.358
C 0.224257 4.151262 -1.393805  -0.564
H -0.208781 5.003644 -0.864480  0.387
C 0.082492 2.867903 -0.862731  -0.467
H -0.422299 2.708256 0.091950  0.391
F -1.434243 2.257069 3.220104  -0.271
C -0.685992 1.601622 4.184606  0.766
F 0.335936 2.449277 4.585312  -0.296
C -1.586150 1.326826 5.420421  0.577
F -1.984845 2.491544 5.978606  -0.259
F -2.708724 0.639838 5.060285  -0.241
F -0.933689 0.620750 6.391309  -0.243

Force components x, y, z for each atom (eV/Å):
0.21 -1.13 0.32
0.37 -0.19 0.50
0.11 -0.74 0.58
0.23 0.31 0.09
-0.78 -0.90 0.08
-0.22 -0.91 -0.35
-0.09 0.20 -0.25
0.29 0.27 -0.15
-0.06 0.39 0.24
-0.17 0.23 -0.15
-0.14 2.49 -0.59
0.46 0.51 0.40
-0.46 -0.10 -0.74
0.27 -0.32 0.07
0.38 0.09 0.15
0.33 0.03 0.10
0.04 0.02 0.13
0.16 0.17 0.32
-0.08 0.15 0.10
-0.24 0.21 0.18
-0.12 -0.02 -0.05
-0.34 -0.05 -0.11
-0.37 -0.18 -0.41
0.01 -0.10 -0.27
-0.30 -0.11 0.03
-0.15 0.56 -0.59
-0.13 0.12 -0.21
0.08 0.06 -0.05
0.09 0.29 -0.17
0.16 0.01 0.07
0.33 0.11 0.12
0.03 -0.04 0.13
0.12 -0.23 0.30
-0.13 -0.45 0.16
-0.12 -0.30 0.14
0.11 0.41 0.28
-0.24 0.22 0.20
-0.18 0.27 0.18
-0.01 -0.02 0.11
-0.20 -0.02 0.36
-0.09 -0.16 0.08
-0.05 -0.36 0.13
0.02 -0.11 -0.03
0.21 -0.25 -0.17
0.33 -0.18 -0.61
0.08 0.10 -0.24
0.15 -0.02 0.75
0.73 -1.15 -0.42
-0.83 -0.25 -0.05
-0.20 0.75 0.00
0.02 -0.63 -0.08
0.94 0.47 0.36
-0.55 0.48 -0.98

Output
<S²>: 8.765
HOMO (spin up / spin down) in hartree: -0.2976 / -0.2968
2S+1: 6
Total energy in eV: -96034.27027
Kohn-Sham gap (spin up / spin down) in eV: 8.72 / 6.21
F_max in Eh/bohr: 0.0499